Entry 1:
Entry from the OMol25 dataset: 8 unconnected molecules or ions with the total composition C28H56FNO11S (ωB97M-V with the def2-TZVPD basis set).

Each line ends with the Löwdin charge.
Geometry (Å):
C 4.835 -2.155 6.168  -0.10
O 3.583 -2.096 5.496  -0.19
C 3.643 -2.481 4.129  -0.26
C 3.176 -1.383 3.169  -0.14
C 1.730 -0.855 3.448  -0.17
C 0.847 -1.856 4.191  -0.21
N -0.624 -1.556 4.123  -0.16
C -1.309 -2.693 4.831  -0.16
C -2.291 -3.399 3.887  -0.24
O -2.261 -3.184 2.733  0.08
S -1.033 -0.191 4.987  0.60
O -0.516 0.950 4.340  -0.23
O -2.436 -0.109 5.134  -0.24
F -0.460 -0.301 6.468  -0.14
H 5.701 -2.049 5.508  0.09
H 4.840 -1.332 6.896  0.09
H 4.865 -3.081 6.763  0.09
H 3.024 -3.385 4.016  0.10
H 4.644 -2.781 3.802  0.10
H 3.846 -0.515 3.217  0.12
H 3.245 -1.740 2.134  0.11
H 1.270 -0.653 2.470  0.12
H 1.770 0.120 3.940  0.10
H 1.003 -2.841 3.738  0.13
H 1.119 -1.958 5.252  0.12
H -1.825 -2.366 5.742  0.11
H -0.563 -3.423 5.173  0.13
H -3.012 -4.134 4.303  0.13
C 0.136 3.989 2.851  -0.02
C 1.125 3.525 1.811  -0.50
C 0.565 3.080 0.484  -0.03
O 2.316 3.507 2.035  0.06
H 0.669 4.274 3.756  0.08
H -0.419 4.854 2.482  0.08
H -0.553 3.177 3.089  0.06
H 0.030 3.904 0.010  0.08
H -0.106 2.234 0.629  0.08
H 1.379 2.772 -0.166  0.07
C 0.254 -0.929 -2.188  -0.02
C -0.405 0.422 -2.059  -0.48
C -1.891 0.486 -2.287  -0.01
O 0.238 1.411 -1.781  0.02
H 1.321 -0.831 -1.998  0.08
H -0.172 -1.622 -1.459  0.08
H 0.110 -1.319 -3.198  0.08
H -2.408 -0.146 -1.563  0.07
H -2.128 0.157 -3.301  0.09
H -2.234 1.512 -2.163  0.08
C -4.581 -3.347 -0.379  -0.02
C -4.858 -2.484 -1.587  -0.49
C -5.429 -3.165 -2.805  -0.02
O -4.631 -1.295 -1.576  0.06
H -4.174 -2.732 0.422  0.07
H -5.507 -3.809 -0.032  0.09
H -3.853 -4.120 -0.632  0.09
H -6.391 -3.618 -2.564  0.09
H -4.736 -3.929 -3.163  0.09
H -5.579 -2.431 -3.592  0.06
C 1.857 5.439 -3.734  -0.03
C 0.621 4.862 -4.380  -0.50
C -0.177 3.871 -3.570  -0.03
O 0.285 5.181 -5.500  0.06
H 2.332 6.129 -4.418  0.05
H 1.586 5.976 -2.824  0.09
H 2.559 4.637 -3.498  0.09
H -0.535 4.340 -2.652  0.08
H 0.438 3.008 -3.327  0.06
H -1.036 3.537 -4.152  0.08
C 4.876 -6.863 3.626  -0.02
C 4.485 -6.016 2.441  -0.49
C 3.942 -6.734 1.230  -0.02
O 4.602 -4.812 2.460  0.06
H 5.249 -6.220 4.422  0.08
H 4.008 -7.412 3.995  0.09
H 5.664 -7.562 3.342  0.09
H 3.034 -7.278 1.495  0.09
H 4.689 -7.428 0.842  0.09
H 3.703 -6.007 0.456  0.08
C -8.522 -3.076 -7.268  -0.02
C -7.783 -2.468 -6.102  -0.50
C -7.002 -1.203 -6.366  -0.02
O -7.814 -2.971 -5.002  0.06
H -9.038 -3.976 -6.938  0.08
H -9.259 -2.369 -7.652  0.09
H -7.818 -3.344 -8.058  0.08
H -7.673 -0.415 -6.711  0.09
H -6.232 -1.390 -7.117  0.09
H -6.522 -0.875 -5.445  0.08
C 5.011 8.345 -1.817  -0.02
C 3.930 8.470 -2.862  -0.49
C 3.175 9.775 -2.920  -0.02
O 3.679 7.562 -3.621  0.05
H 5.469 7.360 -1.887  0.08
H 5.778 9.103 -1.982  0.08
H 4.582 8.462 -0.820  0.09
H 3.862 10.595 -3.133  0.08
H 2.666 9.954 -1.972  0.08
H 2.431 9.726 -3.714  0.08

The total energy is -67506.8544 eV. As for the SMILES: COCCCCN(CC=O)S(=O)(=O)F.CC(C)=O.CC(C)=O.CC(C)=O.CC(C)=O.CC(C)=O.CC(C)=O.CC(C)=O.

***

Entry 2:
Entry from the OMol25 dataset: a molecular structure, C10H30BrCdN6O4 (ωB97M-V with the def2-TZVPD basis set).

Each line ends with the Löwdin charge.
Geometry (Å):
Cd 0.336 -1.705 0.673  1.07
Br 3.027 -5.322 0.656  -0.16
C -4.595 -4.822 -0.874  -0.74
O -3.512 -4.325 -0.508  -0.03
N -5.371 -5.487 -0.076  0.16
N -5.187 -4.530 -2.033  0.15
H -4.901 -5.885 0.725  0.12
H -6.145 -6.044 -0.410  0.12
H -4.852 -3.840 -2.690  0.12
H -6.142 -4.843 -2.137  0.10
C -3.004 3.383 0.482  -0.78
O -2.488 2.312 0.757  0.01
N -4.247 3.621 0.374  0.16
N -2.347 4.516 0.199  0.15
H -4.928 2.896 0.202  0.14
H -4.470 4.606 0.407  0.11
H -1.337 4.541 0.194  0.12
H -2.997 5.269 0.023  0.10
C 2.854 -1.066 -5.106  -0.05
C 2.673 0.207 -4.252  -0.44
C 2.838 1.558 -4.963  -0.21
O 2.350 2.656 -4.197  -0.21
C 2.034 3.853 -4.953  -0.08
N 1.328 0.132 -3.688  0.03
H 2.376 -1.980 -4.756  0.08
H 3.902 -1.312 -5.274  0.08
H 2.341 -0.843 -6.042  0.08
H 3.315 0.197 -3.372  0.13
H 2.435 1.526 -5.975  0.13
H 3.920 1.656 -5.054  0.13
H 1.911 4.710 -4.290  0.08
H 1.194 3.772 -5.643  0.09
H 2.936 4.145 -5.490  0.08
H 1.027 1.096 -3.693  0.05
H 0.837 -0.229 -4.493  0.06
C 3.275 0.763 5.465  -0.05
C 2.374 -0.230 4.680  -0.40
C 1.026 -0.513 5.416  -0.20
O 0.069 -1.151 4.576  -0.25
C -1.146 -1.435 5.304  -0.10
N 2.070 0.255 3.329  0.04
H 2.724 1.673 5.700  0.08
H 4.286 0.960 5.108  0.08
H 3.334 0.300 6.450  0.08
H 2.938 -1.163 4.679  0.14
H 0.489 0.411 5.630  0.12
H 1.149 -1.102 6.326  0.13
H -1.655 -0.580 5.748  0.09
H -0.960 -2.289 5.956  0.09
H -1.892 -1.902 4.661  0.08
H 2.987 0.349 2.917  0.07
H 1.823 1.235 3.329  0.08

Its net charge is +1. The total energy is -102581.9049 eV.

***

Entry 3:
Entry from the OMol25 dataset: a molecular structure, C7H14LuN2OP (ωB97M-V with the def2-TZVPD basis set).

Each line ends with the Löwdin charge.
Geometry (Å):
C 1.112 -1.467 -2.120  -0.22
C 0.195 -2.039 -3.034  -0.21
C -0.629 -1.002 -3.554  -0.20
C -0.230 0.240 -2.955  -0.24
C 0.838 -0.006 -2.073  -0.24
Lu 1.743 -0.732 1.538  0.90
P 2.441 1.761 1.332  0.42
H 1.902 -1.988 -1.575  0.02
H 0.129 -3.100 -3.289  0.07
H -1.414 -1.121 -4.297  0.06
H 1.395 0.748 -1.509  0.02
H -0.622 1.225 -3.223  0.06
H 1.953 2.733 0.371  -0.11
H 3.848 1.807 0.925  -0.11
H 2.538 2.616 2.512  -0.14
C -0.762 0.218 3.447  -0.09
N -1.761 0.156 2.351  0.05
C -1.371 -0.202 1.138  -0.52
N -2.132 -0.210 0.046  0.24
O -0.124 -0.567 0.988  -0.36
H -0.434 -0.802 3.728  0.07
H -1.233 0.681 4.326  0.09
H 0.120 0.848 3.172  0.04
H -2.729 0.453 2.500  0.16
H -1.652 -0.238 -0.854  0.10
H -3.123 -0.011 0.108  0.13

The total energy is -55417.0943 eV.